The following is a DFT calculation (the ωB97M-V functional and the def2-TZVPD basis) of a cluster of 14 separate species, C36H72F2N6O36S6 in total at a distorted geometry.

Summary:
orbital gap: 8.20 eV
energy: -191585.906 eV
HOMO: -8.675 eV
LUMO level: -0.477 eV

Each line ends with the Löwdin charge.
CARTESIAN COORDINATES (ANGSTROEM)
C (3.3921, 2.6563, -1.2780)  -0.007
C (4.0609, 1.2845, -1.4330)  -0.492
O (3.8704, 0.7150, -2.5691)  -0.002
N (4.9184, 0.9066, -0.4839)  0.003
C (5.7961, -0.2143, -0.6243)  -0.062
H (3.0092, 3.0963, -2.1989)  0.086
H (4.0978, 3.3950, -0.8981)  0.058
H (2.5242, 2.7195, -0.6216)  0.062
H (4.9909, 1.4943, 0.3344)  0.136
H (6.4515, -0.1652, -1.4938)  0.095
H (5.1618, -1.0733, -0.8432)  0.074
H (6.3346, -0.4062, 0.3038)  0.092
C (-0.6012, 2.0439, 4.6438)  0.015
C (0.7935, 1.2663, 4.5819)  -0.504
O (0.9056, 0.2403, 3.9181)  0.015
N (1.7688, 1.7469, 5.3597)  0.013
C (3.0306, 1.0487, 5.3245)  -0.081
H (-0.5413, 2.9842, 5.1918)  0.048
H (-1.2897, 1.4594, 5.2540)  0.066
H (-1.1351, 1.9929, 3.6949)  0.067
H (1.6417, 2.6407, 5.8125)  0.142
H (3.9444, 1.6427, 5.3418)  0.074
H (3.1619, 0.2159, 4.6336)  0.080
H (3.1187, 0.7238, 6.3612)  0.082
C (-2.9579, 4.4852, 6.4256)  0.010
C (-2.7500, 5.0267, 4.9939)  -0.548
O (-1.7112, 4.7586, 4.4199)  0.019
N (-3.6505, 5.8613, 4.4842)  0.022
C (-3.4795, 6.5623, 3.1675)  -0.027
H (-4.0274, 4.5858, 6.6107)  0.065
H (-2.3113, 4.9713, 7.1561)  0.084
H (-2.7682, 3.4310, 6.6276)  0.071
H (-4.5624, 5.8629, 4.9183)  0.130
H (-2.5262, 6.8906, 2.7532)  0.061
H (-4.1118, 7.4214, 3.3919)  0.079
H (-3.9416, 5.9808, 2.3698)  0.073
C (-2.0555, -3.4002, -1.2240)  0.015
C (-1.3542, -4.3244, -0.1855)  -0.565
O (-1.9085, -5.3120, 0.2002)  0.057
N (-0.1418, -3.9279, 0.2293)  0.018
C (0.5888, -4.7471, 1.2129)  -0.053
H (-2.0250, -3.8479, -2.2174)  0.069
H (-1.5327, -2.4471, -1.3032)  0.054
H (-3.1277, -3.2644, -1.0821)  0.072
H (0.1139, -2.9710, 0.4270)  0.097
H (0.8249, -5.6762, 0.6943)  0.091
H (-0.1063, -4.9355, 2.0310)  0.078
H (1.4495, -4.2197, 1.6244)  0.064
C (2.9117, -3.0007, 5.1469)  -0.012
C (3.2080, -4.4440, 5.3999)  -0.523
O (4.2576, -5.0655, 5.2429)  0.030
N (2.0180, -5.0284, 5.7804)  -0.012
C (1.8803, -6.3871, 6.2654)  -0.086
H (2.3035, -2.9522, 4.2436)  0.087
H (3.7914, -2.3701, 5.0186)  0.080
H (2.3673, -2.6031, 6.0034)  0.085
H (1.1247, -4.6099, 5.5639)  0.134
H (1.2620, -6.9596, 5.5739)  0.084
H (1.4925, -6.4325, 7.2831)  0.074
H (2.8052, -6.9044, 6.5202)  0.082
C (-2.0988, -3.7256, -7.6150)  0.007
C (-2.4503, -2.5553, -6.8285)  -0.635
O (-2.2772, -1.4049, -7.2468)  0.031
N (-2.8890, -2.8099, -5.6594)  0.045
C (-3.4410, -1.8520, -4.6573)  -0.034
H (-2.9308, -4.4070, -7.4369)  0.087
H (-1.1666, -4.1883, -7.2910)  0.082
H (-2.0246, -3.4567, -8.6687)  0.100
H (-2.9473, -3.7852, -5.4037)  0.140
H (-3.9053, -0.9112, -4.9528)  0.088
H (-2.9144, -1.6709, -3.7202)  0.059
H (-4.3603, -2.2968, -4.2762)  0.073
C (2.0048, -2.3580, -4.8542)  -0.084
C (1.5830, -3.7038, -4.5490)  -0.321
O (1.1484, -4.2099, -5.7851)  0.133
C (1.7590, -3.5148, -6.7594)  -0.519
O (1.7989, -3.8744, -7.9179)  0.152
O (2.4736, -2.5301, -6.1524)  0.054
F (0.5426, -3.6432, -3.6737)  0.066
H (2.7243, -1.8408, -4.2195)  0.157
H (1.1843, -1.6569, -5.0071)  0.134
H (2.3295, -4.3971, -4.1616)  0.180
C (-0.6833, 0.4466, 0.6881)  -0.134
C (0.7260, 0.0301, 0.8133)  -0.330
O (1.2463, 0.1408, -0.4791)  0.156
C (0.2955, -0.0614, -1.3370)  -0.447
O (0.4248, -0.2702, -2.5243)  0.165
O (-0.9687, 0.0390, -0.5819)  0.042
F (0.7421, -1.2601, 1.2119)  0.080
H (-0.5434, 1.5185, 0.8276)  0.132
H (-1.2793, -0.0256, 1.4691)  0.146
H (1.2859, 0.6690, 1.4962)  0.157
C (-5.3874, -2.4613, 3.6951)  -0.116
C (-5.0882, -2.0494, 2.2677)  -0.141
O (-3.7491, -1.5123, 2.3306)  -0.234
S (-3.4041, -0.7574, 3.7461)  0.729
O (-3.4571, 0.7278, 3.6753)  -0.274
O (-2.1680, -1.4044, 4.2127)  -0.260
O (-4.7352, -1.4120, 4.4974)  -0.229
H (-4.8506, -3.3506, 4.0254)  0.129
H (-6.3985, -2.6769, 4.0405)  0.134
H (-5.6773, -1.3252, 1.7051)  0.108
H (-4.9083, -2.8793, 1.5844)  0.140
C (2.7876, 5.4134, 1.0826)  -0.140
C (2.6514, 4.6861, 2.4573)  -0.088
O (1.1918, 4.7519, 2.6072)  -0.244
S (0.2125, 5.3338, 1.4200)  0.747
O (-0.4377, 6.6882, 1.5584)  -0.274
O (-0.7266, 4.2520, 1.1166)  -0.270
O (1.5105, 5.3193, 0.3868)  -0.244
H (3.6148, 5.0963, 0.4476)  0.112
H (2.8486, 6.4954, 1.1999)  0.126
H (2.9603, 5.4511, 3.1697)  0.123
H (3.1240, 3.7258, 2.6636)  0.128
C (6.5734, -5.0057, 1.8703)  -0.153
C (5.4726, -6.0237, 1.9670)  -0.139
O (4.4808, -5.6220, 0.9461)  -0.226
S (4.6353, -4.0169, 0.4853)  0.722
O (4.0289, -3.1831, 1.5086)  -0.264
O (4.2379, -3.8869, -0.9391)  -0.250
O (6.2684, -4.1126, 0.7394)  -0.222
H (7.5103, -5.5627, 1.8578)  0.128
H (6.7294, -4.3558, 2.7313)  0.126
H (5.0714, -6.1436, 2.9734)  0.113
H (5.8217, -7.0155, 1.6798)  0.126
C (-1.8585, 4.9528, -2.3201)  -0.172
C (-0.7507, 4.7880, -3.3361)  -0.177
O (-1.3291, 4.5738, -4.5814)  -0.228
S (-2.8394, 3.9801, -4.4850)  0.786
O (-2.7006, 2.4967, -4.3777)  -0.259
O (-3.8292, 4.5319, -5.4760)  -0.248
O (-3.0618, 4.5741, -2.9625)  -0.200
H (-1.7558, 5.9690, -1.9394)  0.133
H (-1.7228, 4.3907, -1.3961)  0.102
H (-0.3096, 3.7913, -3.3453)  0.124
H (-0.0582, 5.6173, -3.4801)  0.147
C (0.4775, 1.9974, -5.7494)  -0.199
C (-0.3911, 0.8946, -6.4056)  -0.157
O (-0.0298, 0.9742, -7.8155)  -0.195
S (1.6327, 1.0680, -7.8598)  0.748
O (2.0892, 1.9547, -8.8722)  -0.230
O (2.1938, -0.3058, -7.7546)  -0.251
O (1.7159, 1.8318, -6.3588)  -0.214
H (0.5784, 1.7580, -4.6909)  0.123
H (0.2026, 3.0262, -5.9823)  0.122
H (-1.4366, 1.0990, -6.1745)  0.114
H (-0.1734, -0.1302, -6.1048)  0.107
C (-4.1960, 2.9617, 0.0054)  -0.125
C (-5.3526, 3.1285, -1.0200)  -0.187
O (-5.3033, 1.9794, -1.8105)  -0.199
S (-4.9407, 0.6456, -0.9257)  0.738
O (-4.2951, -0.3288, -1.7875)  -0.225
O (-6.0555, 0.2412, -0.0995)  -0.244
O (-3.8233, 1.5550, -0.0092)  -0.214
H (-4.5420, 3.1522, 1.0214)  0.125
H (-3.3393, 3.6026, -0.2027)  0.101
H (-5.3469, 3.9926, -1.6843)  0.127
H (-6.3369, 3.1973, -0.5568)  0.123

Cartesian forces, eV/Å:
C -0.13 0.55 0.62
C -1.51 0.14 -5.03
O 1.05 0.90 4.07
N -0.02 0.70 0.54
C -0.44 -1.32 -0.30
H 0.34 -0.68 -0.35
H 0.27 -0.05 0.14
H 0.00 -0.53 0.37
H 0.04 -0.15 -0.26
H 0.21 0.47 0.16
H 0.09 -0.30 0.16
H 0.03 0.16 -0.18
C 1.32 -1.50 0.82
C -3.30 0.21 -0.58
O 0.21 0.53 -0.02
N 0.40 0.33 -1.28
C 1.30 0.05 2.58
H 0.07 0.24 -0.88
H 0.26 -0.52 0.29
H 0.53 0.76 -0.16
H 0.21 -0.28 -0.07
H -0.26 0.83 -0.92
H -0.75 0.36 0.03
H 0.21 -1.17 0.02
C -1.18 0.01 -0.45
C 1.92 -1.32 1.21
O 0.44 0.29 -0.61
N 0.15 0.37 -0.82
C -1.85 -0.12 0.86
H 0.02 0.34 0.82
H -0.35 0.60 -0.18
H 0.25 -0.15 -0.97
H 0.14 0.38 -0.26
H 0.37 -0.40 1.18
H 0.13 0.37 -0.86
H -0.12 -0.11 0.02
C 0.73 -0.13 0.01
C -1.51 2.30 -1.37
O -0.41 -1.94 0.57
N 2.17 0.44 1.28
C -1.26 -0.26 -0.40
H 0.45 -0.28 0.00
H -0.23 0.12 0.02
H 0.14 0.04 0.68
H -0.71 0.24 -1.07
H 0.38 -0.10 0.52
H 0.14 -0.43 0.21
H 0.07 -0.03 -0.48
C 0.74 0.82 -0.08
C -0.67 -0.95 -0.39
O -0.81 0.81 0.47
N 0.59 -1.17 0.53
C 0.23 -0.45 0.55
H -0.08 0.27 0.02
H 0.10 -0.31 -0.19
H -0.19 0.03 -0.21
H 0.47 0.50 0.12
H 0.14 -0.29 0.23
H -0.97 0.46 -0.08
H 0.50 0.30 -1.17
C -0.12 -1.26 -1.04
C 2.06 3.34 -2.91
O -0.25 -0.16 0.05
N -2.07 0.00 5.18
C -1.43 -0.77 0.49
H 0.20 -0.59 -0.49
H -0.01 0.03 0.04
H -0.01 -0.12 0.16
H -0.12 0.26 0.17
H 1.02 0.08 -1.08
H 0.95 -0.10 -0.52
H -0.09 -0.65 0.05
C 0.28 2.62 -0.48
C -1.01 -1.30 1.40
O -1.04 -0.58 0.17
C 1.59 -0.76 -1.62
O -0.30 1.26 2.18
O 1.15 -0.23 -2.72
F -0.37 -0.52 0.16
H 0.20 -0.49 -0.03
H -0.59 -0.19 0.89
H 0.08 0.12 0.22
C 1.20 0.79 1.34
C 0.50 0.50 1.49
O 1.79 -0.05 1.05
C -2.95 -0.38 -2.33
O -0.87 0.52 2.77
O 0.63 -0.57 -3.85
F 0.88 -0.97 0.17
H -1.28 0.57 -0.26
H -0.21 0.17 -0.27
H 0.33 -0.51 -0.01
C 1.31 0.03 0.81
C 0.90 -0.35 -1.05
O 0.75 1.44 1.11
S 0.64 -0.64 -0.34
O -0.38 -3.96 0.24
O -2.63 1.66 -0.60
O 0.45 1.40 -0.24
H 0.23 -0.28 -0.74
H -0.17 1.02 -0.30
H -0.59 0.05 0.76
H -0.51 -0.36 0.25
C -0.52 0.57 -0.04
C -1.57 3.10 -0.95
O -1.32 -0.10 0.75
S -0.47 -0.21 0.08
O 3.06 -3.87 -0.10
O 1.87 1.87 0.06
O -1.18 -0.35 -0.10
H -0.50 -0.29 -0.15
H 0.66 -0.07 0.56
H 0.56 -0.55 0.31
H -0.71 -0.18 -0.44
C 0.29 1.12 0.59
C -1.07 -0.08 -0.80
O -0.28 1.12 0.14
S -0.19 -2.24 -0.02
O 0.91 -0.76 -1.57
O 1.63 -0.28 4.00
O -0.39 0.04 -0.52
H 0.29 0.48 -1.35
H -0.74 0.00 0.17
H -0.47 0.56 -0.12
H -0.12 0.14 -0.39
C 1.03 0.38 0.87
C 1.12 -2.06 -0.23
O -3.37 1.02 -3.23
S -1.08 -2.26 -1.18
O -0.50 3.95 -0.29
O 3.61 -1.27 3.58
O -0.81 0.27 -0.93
H -1.28 0.51 -0.49
H 0.11 -0.66 -0.37
H 1.29 0.29 1.85
H -0.02 -0.17 0.51
C -0.69 -1.40 -0.37
C 0.01 0.82 0.12
O 1.43 0.46 0.06
S -0.77 -2.73 2.20
O -0.36 -0.18 0.28
O -1.40 3.82 -0.19
O 2.35 -1.03 -2.17
H 0.01 0.34 0.11
H -0.78 -0.15 0.34
H -0.08 -0.13 -0.90
H 0.18 0.23 0.44
C -0.69 -0.34 0.30
C -0.47 0.45 0.70
O -0.13 -2.34 -0.59
S 1.33 1.38 -0.55
O -0.95 1.90 1.73
O 1.20 0.58 -0.64
O -1.15 -1.12 -1.15
H 0.00 0.23 -0.07
H 0.13 -0.47 -0.13
H 0.78 -0.12 0.00
H 0.03 -0.24 0.49